1.
A single C19H24BNO3 molecule at a distorted geometry, computed with wB97M-V/def2-TZVPD.

Geometry as XYZ:
```
48
Properties=species:S:1:pos:R:3:forces:R:3:mulliken_charge:R:1
O -1.630012 -0.393124 -2.417608 -0.36 -0.44 -0.13 -0.58
O 4.824365 3.686348 -0.525227 -1.10 0.22 1.81 -0.62
O 3.164635 3.565122 1.312282 0.56 -0.04 -0.97 -0.73
N -1.218869 -2.397883 -1.338824 -0.59 0.23 -0.55 -0.06
C -0.705808 -1.063378 2.405593 1.24 1.26 1.20 -0.42
C 1.633490 -0.611983 2.835711 1.90 -0.18 0.22 -0.70
C -2.593549 0.204829 0.200965 2.31 0.29 -0.07 0.62
C 0.293652 1.136118 2.028325 -1.63 1.01 -0.38 -0.05
C 1.519723 0.685219 2.355849 2.10 0.41 0.51 -0.03
C 0.581338 -1.449148 2.890580 -2.87 -0.87 -1.06 -0.75
C 3.213523 0.758663 -0.251691 -2.59 -1.37 -4.18 -0.92
C -2.656777 -2.793560 -1.337043 -0.25 -1.40 -0.25 -0.76
C -0.875865 -1.268811 -2.034501 1.11 0.00 -0.18 0.45
C 2.496353 -0.293039 -0.897078 -0.65 -0.73 0.58 -0.29
C -3.690068 -1.730869 -0.962961 -0.82 -0.03 -1.04 -0.64
C -2.089784 0.805770 1.556352 -2.63 0.53 -0.61 -1.38
C 1.914600 2.306626 -1.545061 1.15 0.17 -1.20 -0.77
C -0.845239 0.276052 2.037978 2.52 -0.04 -0.26 0.74
C 1.427042 0.008481 -1.814160 0.62 -0.62 1.15 1.14
C 3.009442 2.020566 -0.754301 -1.58 0.11 1.62 0.12
C 0.581594 -1.102769 -2.424943 0.46 0.59 -0.69 -1.91
C 1.163797 1.337307 -2.131266 0.24 -1.14 1.11 -0.61
C -3.450370 -1.074015 0.347203 -0.27 0.48 1.79 -0.63
B 3.664722 3.106893 0.069814 1.12 2.20 -0.12 0.85
H 0.337503 1.621003 -2.710950 -0.98 0.05 -0.99 0.50
H 5.008159 3.419061 -1.432022 -0.30 -0.29 0.34 0.33
H -1.593242 -1.675214 2.562596 0.40 -0.08 -0.35 0.37
H -2.954395 -3.116370 -2.365830 0.43 -0.11 0.66 0.29
H -2.966944 1.087444 -0.413394 -0.52 -1.57 0.66 0.40
H -4.367092 -0.835676 0.876242 -0.76 0.68 -0.50 0.52
H -0.523656 -3.165264 -1.350122 -0.85 0.93 0.14 0.32
H 0.658051 -2.476087 3.185998 0.41 -0.32 0.45 0.40
H 1.172372 -1.983326 -2.366345 0.28 -1.15 0.19 0.60
H -2.125806 1.907669 1.470027 0.37 -0.50 0.21 0.33
H 0.160970 2.230618 1.820135 -0.10 -1.19 -0.17 0.09
H 3.972794 0.694775 0.415884 2.05 -1.18 2.10 0.71
H 2.438871 1.334789 2.263495 -1.25 -0.82 0.37 0.32
H -1.666101 -0.063524 -0.405233 -1.32 0.51 1.34 -0.49
H -2.780112 0.535656 2.350164 -0.84 0.21 0.00 0.40
H -3.168660 -1.837340 1.143839 0.98 0.85 -1.14 0.10
H 2.256001 3.374439 1.644255 1.26 -0.19 -0.98 0.35
H 0.435944 -0.896438 -3.495779 0.43 0.03 0.15 0.36
H 1.824389 3.283011 -1.945256 -0.43 1.16 0.12 0.46
H 2.586474 -1.008700 3.184211 0.00 0.29 -0.16 0.35
H -2.714353 -3.674996 -0.643791 -0.08 0.72 -0.64 0.41
H -3.644395 -0.984194 -1.763488 -0.08 -0.03 0.31 0.27
H -4.750422 -2.104685 -1.034739 1.19 -0.36 0.13 0.37
H 2.671715 -1.386068 -0.595889 -0.28 1.72 -0.53 0.19
```
Positions in Å, forces in eV/Å.

As for the SMILES: O=C(Cc1ccc(B(O)O)cc1)NCCCCCc1ccccc1. Its net charge is 0. The value obtained for the gap between HOMO and LUMO is 9.326 eV. Its energy above the lowest of the compared OMol25 structures with the same formula, charge and spin is 2.5151 eV.

2.
A molecular structure, C19H24BrGeIN3O4PdS, computed with wB97M-V/def2-TZVPD.

Geometry as XYZ:
```
55
Properties=species:S:1:pos:R:3:forces:R:3:mulliken_charge:R:1
I -2.370169 4.122773 -3.385307 0.04 -0.04 0.08 -0.75
Pd -0.320779 -0.076900 0.595448 0.13 0.64 -0.18 0.76
Br -1.163482 -2.879077 -0.295060 -0.25 -0.31 -0.20 -0.06
Ge -3.305181 0.904575 -0.367941 0.11 -0.10 -0.09 0.86
S 0.930620 1.713252 2.546708 -0.33 -0.06 0.34 1.11
O 0.835601 2.869254 1.694923 -0.03 0.03 -0.07 -0.69
O -1.912853 -0.235104 3.876005 0.00 0.02 0.01 -0.68
O 0.464804 -0.128307 -1.317313 -0.47 -0.04 -0.25 -0.78
O 2.135205 0.925666 2.441755 0.01 0.05 0.00 -0.62
N 0.256544 -2.419478 2.016783 -0.25 -0.15 -0.02 -0.44
N -0.626699 1.905680 -1.315464 -0.03 -0.41 0.05 0.42
N -0.412024 0.775946 2.452378 0.35 -0.11 0.10 0.31
C 1.005091 3.134652 6.363679 0.09 0.06 -0.04 -0.48
C 2.620149 -2.088678 2.233165 0.08 0.00 -0.01 1.03
C -3.830066 -0.296732 1.088416 -0.07 -0.01 0.01 -1.19
C 3.791380 -1.790669 3.117577 0.07 0.01 0.02 -1.53
C 1.389863 3.024570 5.032217 -0.02 -0.01 0.05 -0.84
C 2.741890 -2.148547 0.847818 -0.04 0.00 -0.01 -0.45
C -0.498384 0.612829 -3.379616 0.04 0.22 0.06 -1.05
C -0.374024 1.396695 4.726706 -0.02 0.00 -0.05 0.10
C -0.752958 1.501914 6.051429 -0.03 -0.01 0.03 -0.51
C -0.999345 0.533102 3.658279 -0.12 0.00 0.12 -0.19
C -4.387927 2.525841 -0.195473 0.03 -0.01 0.05 -1.15
C -3.614752 0.065818 -2.104759 -0.02 0.04 -0.01 -1.14
C 1.626824 -2.349870 0.059959 -0.17 0.12 -0.08 -0.04
C -0.185401 0.698377 -2.089874 0.20 -0.08 0.19 0.70
C -1.394991 1.429525 -0.096889 0.12 0.33 -0.20 -0.84
C 0.393960 -2.479050 0.706226 0.57 -0.19 0.28 -0.24
C 1.348850 -2.235369 2.756755 -0.01 0.11 0.04 -0.57
C 0.675991 2.145736 4.243469 0.18 0.04 -0.05 0.33
C -0.050163 2.381047 6.866186 -0.07 -0.05 0.03 -0.48
H -3.509037 0.813748 -2.891155 -0.01 0.00 0.00 0.29
H 2.209314 3.602838 4.627114 0.00 0.01 0.01 0.46
H 4.078269 -0.743704 3.002592 -0.03 -0.01 0.00 0.27
H -0.326351 2.489220 7.907446 -0.01 -0.01 0.00 0.38
H 0.212059 2.373022 -0.965588 0.03 0.03 -0.03 0.36
H -3.020026 -0.892001 1.504918 0.05 0.03 -0.06 0.24
H -1.581426 0.912765 6.422017 0.00 -0.01 0.00 0.51
H -1.380152 2.251295 0.618765 0.07 0.01 -0.03 0.62
H -4.634884 -0.324279 -2.118386 -0.01 0.00 -0.01 0.42
H 1.188778 -2.174480 3.828562 -0.03 0.00 0.00 0.36
H 4.654028 -2.410913 2.868793 -0.01 -0.01 -0.02 0.41
H 3.542797 -1.953292 4.166089 -0.01 -0.01 0.00 0.36
H -4.602228 -0.974407 0.716373 -0.01 0.02 0.01 0.40
H 3.710452 -2.008915 0.382779 -0.01 0.00 -0.02 0.40
H -2.918644 -0.746623 -2.309511 0.00 0.00 0.08 0.29
H -5.442122 2.241759 -0.159559 0.00 0.02 -0.03 0.37
H -1.143809 2.590398 -1.920954 -0.18 0.01 0.03 -0.33
H -4.145846 3.043719 0.734895 0.01 -0.03 0.01 0.35
H -0.222706 -0.276493 -3.925758 0.01 0.00 -0.03 0.30
H -4.220798 3.207618 -1.027671 0.01 -0.02 -0.05 0.25
H 1.667117 -2.331447 -1.018149 0.04 -0.05 0.00 0.46
H -1.010560 1.433542 -3.862256 -0.01 -0.07 -0.08 0.19
H 1.531215 3.815498 7.020714 0.01 0.01 -0.02 0.39
H -4.253511 0.291275 1.903581 0.00 -0.02 0.03 0.35
```
Positions in Å, forces in eV/Å.

Its net charge is -1. The value obtained for the gap between HOMO and LUMO is 7.055 eV. Its energy above the lowest of the compared OMol25 structures with the same formula, charge and spin is 1.6392 eV.

3.
8 unconnected molecules or ions with the total composition C19H24Cl6F4O15 at a distorted geometry, computed with wB97M-V/def2-TZVPD.

Geometry as XYZ:
```
68
Properties=species:S:1:pos:R:3:forces:R:3:mulliken_charge:R:1
Cl -0.053965 -0.556164 1.212127 -1.34 0.60 -0.24 -0.16
Cl -8.027075 -2.028214 3.206937 0.52 -1.11 1.83 -0.15
Cl -8.233595 -4.860914 4.348437 0.50 1.42 0.15 -0.16
Cl -2.457415 0.433936 2.714007 0.29 -0.25 -0.69 -0.15
Cl -6.919905 0.478806 -4.012243 0.74 -0.50 0.32 -0.15
Cl -6.105275 -1.701784 -5.814453 -0.15 0.04 0.89 -0.15
F -1.883475 6.633906 -0.979263 1.13 -1.58 1.26 -0.28
F 4.034635 -3.414704 8.430637 -0.25 0.71 1.83 -0.29
F 0.091545 0.437416 -5.028013 -1.56 0.77 1.03 -0.27
F -1.704175 -10.181394 -6.009053 -1.09 0.41 -1.68 -0.28
O 3.061335 7.504536 5.674567 -0.14 -1.34 -1.36 -0.61
O 3.732015 5.437006 5.295587 1.37 -0.87 1.90 -0.32
O -1.468065 11.066196 -1.378253 -1.16 -3.57 -1.65 -0.52
O -1.583565 -7.154044 -3.225263 -0.45 -0.51 0.97 -0.52
O -2.363965 9.377246 -2.747573 -0.33 2.05 -2.19 -0.33
O -1.542375 8.842496 -0.871393 0.62 0.85 2.93 -0.29
O 6.950015 -6.304164 7.016147 -3.56 2.19 1.24 -0.58
O 5.927065 -4.411124 7.714657 2.05 3.33 2.91 -0.30
O 4.010755 2.455016 -5.476743 -3.10 -3.05 -1.12 -0.58
O 1.878695 1.845486 -5.223783 -4.41 1.81 0.94 -0.29
O 2.445405 6.374706 3.861927 -1.89 -0.01 -2.71 -0.31
O -1.031035 -8.169274 -5.054883 0.55 -1.67 -4.28 -0.34
O 3.059805 0.608746 -6.494423 0.95 -1.07 -0.92 -0.32
O -0.831795 -9.316004 -3.254593 0.55 -0.78 1.66 -0.35
O 4.898075 -5.673904 6.398557 -0.55 -3.40 -2.98 -0.30
C 1.812285 -0.055004 -6.365143 -0.62 0.27 -1.64 -0.43
C 3.547335 4.409056 4.379597 1.82 0.22 -0.44 -0.50
C 4.848065 -3.603074 7.379297 -0.99 -1.97 0.16 0.28
C -0.326345 -10.235864 -4.252053 -0.44 1.44 0.52 -0.30
C -6.576735 -1.288514 -4.115603 -1.03 0.27 -1.01 -0.22
C -2.472315 7.985576 -2.619643 -1.48 -0.66 -2.57 -0.40
C 3.396025 5.334686 1.943777 0.14 -0.02 0.04 -1.26
C -2.416505 7.835026 -1.189283 -0.45 -1.31 -0.25 0.33
C 3.056505 1.683976 -5.725303 4.75 2.82 0.57 0.73
C -0.658445 -9.502094 -5.528393 -0.08 0.43 2.01 0.28
C -1.774315 9.914306 -1.675413 1.10 1.85 1.38 0.69
C 3.066285 6.511776 4.960297 0.83 3.73 4.45 0.68
C -7.468585 -3.173824 4.582997 -0.79 -1.24 -1.68 -0.23
C 5.951465 -5.556264 7.120837 6.08 -3.42 -1.79 0.71
C 4.107805 -4.622654 6.520867 -3.22 4.08 0.47 -0.39
C 2.739045 5.108186 3.307787 -0.17 -1.83 -0.50 0.46
C -1.238225 -8.154984 -3.763873 0.93 0.69 0.58 0.70
C -1.842505 -0.151414 1.132957 0.20 -0.60 0.32 -0.23
C 0.863555 1.067536 -5.912253 3.28 -2.66 0.45 0.29
H 3.831245 -3.951614 5.707657 -0.10 -1.42 -1.39 0.29
H 1.457515 -0.423214 -7.327773 0.54 -0.15 -0.14 0.29
H -5.837595 -1.716664 -3.438503 0.00 0.69 -0.05 0.29
H -0.936295 -11.122924 -4.081263 0.65 -0.23 -0.49 0.26
H -6.408495 -3.365944 4.417427 -0.27 0.41 0.23 0.25
H 3.048925 3.566336 4.858667 0.07 0.00 -0.13 0.31
H -3.404735 7.783626 -0.732283 0.11 0.90 0.71 0.25
H 1.888605 4.445606 3.468537 -1.06 0.73 -1.87 0.28
H 4.534435 4.146056 3.999397 0.02 -0.50 0.12 0.24
H -3.374475 7.580826 -3.078323 -0.55 0.75 0.17 0.30
H 0.217045 -9.486974 -6.177523 -0.65 0.52 -0.62 0.30
H 0.296925 1.486106 -6.744023 0.03 0.94 0.60 0.33
H 4.114285 6.148026 2.047197 -0.56 0.71 0.14 0.38
H 0.755985 -10.346904 -4.317893 0.04 -0.29 1.34 0.26
H -2.123995 0.569446 0.365347 0.74 0.18 0.22 0.28
H -2.341795 -1.084124 0.870527 0.12 0.07 0.38 0.25
H 4.120965 4.625386 1.544467 -0.66 -1.05 0.35 0.36
H 2.643145 5.537776 1.182187 0.23 0.23 0.02 0.29
H 5.054905 -2.595604 7.018307 0.75 -0.39 -0.29 0.28
H 1.840795 -0.890364 -5.665533 0.12 0.32 0.23 0.26
H -7.577705 -1.674894 -3.923633 0.44 -0.49 -0.14 0.23
H -7.761935 -2.894324 5.594887 0.05 0.52 -0.53 0.29
H -1.750815 7.357456 -3.142133 1.01 0.73 0.22 0.24
H 3.215025 -4.923344 7.069167 -0.21 0.30 -0.16 0.29
```
Positions in Å, forces in eV/Å.

As for the SMILES: O=C1OC[C@@H](F)O1.O=C1OC[C@@H](F)O1.O=C1OC[C@@H](F)O1.O=C1OC[C@@H](F)O1.C[C@H]1COC(=O)O1.ClCCl.ClCCl.ClCCl. Its net charge is 0. The value obtained for the gap between HOMO and LUMO is 10.305 eV. Its energy above the lowest of the compared OMol25 structures with the same formula, charge and spin is 4.2624 eV.

4.
A molecular structure, C19H24ClInN8S2 at a distorted geometry, computed with wB97M-V/def2-TZVPD.

Geometry as XYZ:
```
55
Properties=species:S:1:pos:R:3:forces:R:3:mulliken_charge:R:1
In -0.307929 -0.286673 -1.459848 -0.62 -0.70 1.24 1.56
Cl 2.902176 -1.751558 -1.430396 0.02 0.02 -0.09 -0.11
S -2.080341 -2.338366 -5.491100 -0.04 -0.03 0.01 -0.13
S -4.938456 -0.772781 -0.028279 -0.04 -0.02 -0.01 -0.12
N 0.477523 1.583306 0.120235 -0.27 -0.39 -0.45 0.08
N -3.253359 1.146933 0.787910 0.01 -0.01 -0.01 -0.23
N -2.705364 -0.134989 -1.130160 0.01 -0.07 0.00 -0.20
N -1.320978 -1.175043 -3.345067 0.39 0.43 -0.16 -0.30
N 0.316571 3.636817 1.414169 0.09 -0.09 -0.03 0.10
N 0.371988 -1.376187 -4.977116 -0.06 0.06 0.03 -0.38
N 0.554537 1.515373 2.563678 0.07 0.14 -0.16 0.14
N 2.418717 2.437407 1.309641 -0.18 0.02 0.01 0.13
C 1.966853 1.755437 0.119570 0.22 -0.05 -0.05 -0.48
C 3.199217 -2.410423 2.484390 0.03 -0.01 0.08 -0.46
C 3.529263 -2.167916 1.159494 -0.02 0.10 -0.02 -0.63
C -4.467703 -1.613374 -1.447759 -0.02 -0.02 0.00 -0.49
C 0.878493 -2.589576 1.914867 0.03 -0.09 -0.09 -0.36
C -3.509707 0.168847 -0.122417 0.12 0.02 -0.06 0.33
C -0.057808 2.848995 2.591967 0.00 -0.02 0.04 -0.74
C 1.873068 -2.604808 2.868993 0.06 0.08 -0.07 -0.80
C -3.222800 -2.143599 -4.213862 0.06 -0.02 0.00 -0.42
C 0.122034 0.831838 1.368957 -0.02 -0.06 0.23 -0.28
C -0.889472 -1.545118 -4.539963 0.12 -0.05 0.01 0.57
C -2.656035 -1.517286 -3.165943 -0.04 0.07 0.02 0.06
C 1.780710 3.757178 1.377342 0.04 0.04 -0.02 -0.75
C 2.523342 -2.152780 0.210002 -0.08 -0.04 0.16 0.86
C 0.162738 -2.523822 -0.444327 -0.25 2.07 -0.82 -1.88
C -3.300308 -1.130917 -1.915904 0.04 0.02 0.04 0.02
C 2.014740 1.674061 2.493526 0.05 -0.10 0.05 -0.70
C -0.115850 2.952470 0.219931 0.12 0.19 -0.10 -0.56
C 1.184479 -2.399664 0.554273 0.14 -0.48 0.11 0.28
H 2.478308 0.685722 2.462428 0.00 -0.01 0.00 0.18
H -3.991318 1.359706 1.443329 0.01 -0.01 0.01 0.27
H 2.117286 4.268559 2.277817 0.00 0.01 -0.01 0.35
H 0.612524 -0.139164 1.327113 0.03 -0.05 -0.04 -0.47
H 2.358869 2.193495 3.386778 0.01 0.00 0.00 0.38
H 2.249498 2.331397 -0.763352 -0.03 0.00 -0.01 0.37
H -5.080857 -2.396955 -1.860141 0.00 -0.01 0.00 0.48
H 2.428201 0.766933 0.060486 -0.02 -0.01 0.02 0.15
H -0.959632 0.686452 1.396651 0.00 0.04 0.00 0.59
H 4.555838 -1.998527 0.865056 0.00 0.01 0.00 0.47
H 1.630718 -2.773171 3.908824 -0.01 -0.01 0.00 0.42
H 2.074234 4.347924 0.508822 -0.01 0.01 0.00 0.35
H 3.986089 -2.445937 3.225947 0.00 0.01 0.00 0.45
H -1.198733 2.873915 0.221980 -0.08 -0.01 -0.02 0.04
H -2.816533 1.971390 0.410131 -0.01 0.06 0.01 0.16
H -4.239955 -2.478016 -4.327558 -0.01 0.00 -0.01 0.43
H 0.191665 3.525179 -0.656353 -0.03 -0.03 -0.03 0.38
H -0.155387 -2.751310 2.195181 0.01 -0.06 0.02 0.45
H 0.989885 -0.749215 -4.491611 0.03 0.00 -0.03 0.11
H 0.272297 3.371995 3.488278 -0.02 0.01 0.00 0.35
H 0.600943 -1.570287 -5.938191 0.02 -0.02 0.01 0.25
H -1.143829 2.744004 2.630442 -0.01 0.01 0.00 0.34
H -0.850177 -2.771002 -0.148382 0.05 -0.19 0.04 0.57
H 0.439730 -2.726869 -1.470477 0.08 -0.74 0.17 0.80
```
Positions in Å, forces in eV/Å.

Its net charge is +2. The value obtained for the gap between HOMO and LUMO is 5.926 eV.

The lowest net charge belongs to which entry?
C19H24BrGeIN3O4PdS

What is the formula in the second record?
C19H24BrGeIN3O4PdS